# 1
Computed, not measured: a 2-piece molecular cluster, C2H2BrClF2O overall, with ωB97M-V/def2-TZVPD.

```
! wB97M-V def2-TZVPD RIJCOSX def2/J DEFGRID3
* xyz 0 1
C 1.021 0.112 -0.247
C -1.469 -0.071 -0.208
O 1.367 1.065 0.700
F -1.826 0.539 -1.349
F -1.395 -1.378 -0.471
Cl -2.187 0.261 1.282
Br 1.368 -1.627 0.227
H 1.087 0.489 -1.204
H 2.035 0.609 1.269
*
```

E_HOMO (spin up / spin down) in eV: -8.48 / -8.16
LUMO level (spin up / spin down) in Eh: 0.009 / 0.005

---

# 2
Computed, not measured: a 2-piece molecular cluster, CH3IOS2 overall, with ωB97M-V/def2-TZVPD.

```
! wB97M-V def2-TZVPD RIJCOSX def2/J DEFGRID3
* xyz 0 1
C 0.301 0.873 -1.548
O -3.015 -1.953 -1.875
S 0.552 -0.871 -1.554
S -2.134 -1.549 -2.950
I -2.620 0.633 -3.737
H 0.031 0.997 -0.428
H -0.531 1.202 -2.161
H 1.079 1.497 -1.773
*
```

E_HOMO (spin up / spin down) in eV: -8.64 / -8.66
LUMO level (spin up / spin down) in Eh: -0.098 / -0.098

---

# 3
Computed, not measured: C49H58F6I2NbO2 as an isolated structure, with ωB97M-V/def2-TZVPD.

```
! wB97M-V def2-TZVPD RIJCOSX def2/J DEFGRID3
* xyz -1 1
C 1.005 -3.860 -0.270
C 0.367 -2.311 -0.220
C -0.317 -2.160 1.243
C -0.490 -1.961 -1.541
C -0.456 -3.243 -2.622
C -1.919 -1.233 -1.438
O -2.884 -1.538 -0.438
Nb -3.612 -3.486 -0.312
C -3.800 -3.749 -2.603
C -3.618 -3.256 2.001
C -4.271 -5.642 0.025
C -3.929 -6.557 -1.333
O -2.615 -6.901 -1.446
C -5.724 -2.639 -0.284
I -5.934 -0.928 -1.703
C -6.939 -3.705 -0.506
C -8.262 -3.077 -1.299
I -7.701 -4.158 1.544
H 1.624 -4.053 0.732
H 0.186 -4.692 -0.307
H 1.787 -3.990 -1.145
H 1.347 -1.627 -0.186
H -0.987 -1.205 1.353
H 0.569 -2.039 2.034
H -0.869 -3.161 1.541
H 0.190 -1.171 -2.139
H -1.124 -2.879 -3.539
H -0.956 -4.211 -2.216
H 0.633 -3.400 -3.061
H -2.437 -1.327 -2.511
H -1.697 -0.059 -1.355
H -1.905 -4.083 -0.275
H -2.973 -4.456 -3.056
H -4.830 -4.338 -2.745
H -3.944 -2.740 -3.179
H -2.896 -2.371 2.285
H -4.693 -2.938 2.409
H -3.367 -4.270 2.546
H -5.362 -5.787 0.414
H -3.567 -6.114 0.867
H -4.725 -6.831 -2.148
H -5.905 -2.138 0.785
H -6.633 -4.668 -1.096
H -8.105 -2.963 -2.452
H -8.691 -2.111 -0.771
H -9.112 -3.905 -1.168
F 2.423 -0.897 2.893
C 3.150 -0.018 2.191
C 2.558 1.159 1.746
C 3.316 2.077 1.020
C 4.656 1.803 0.737
C 5.240 0.617 1.184
C 4.485 -0.296 1.920
H 1.513 1.351 1.968
H 2.864 3.004 0.674
H 5.246 2.518 0.167
H 6.282 0.404 0.959
H 4.925 -1.219 2.282
F -0.051 2.813 1.767
C -0.925 3.212 0.834
C -0.710 4.411 0.164
C -1.617 4.824 -0.812
C -2.735 4.037 -1.100
C -2.944 2.837 -0.419
C -2.031 2.419 0.549
H 0.159 5.014 0.407
H -1.455 5.757 -1.347
H -3.445 4.362 -1.858
H -3.817 2.228 -0.642
H -2.173 1.485 1.082
F -2.489 7.109 0.213
C -2.451 7.698 1.416
C -2.322 9.080 1.496
C -2.288 9.695 2.748
C -2.371 8.918 3.906
C -2.495 7.531 3.815
C -2.541 6.918 2.563
H -2.250 9.666 0.586
H -2.195 10.775 2.822
H -2.340 9.397 4.883
H -2.556 6.928 4.718
H -2.646 5.842 2.474
F 7.040 2.537 -1.130
C 7.709 3.627 -1.530
C 8.783 4.086 -0.775
C 9.483 5.218 -1.195
C 9.093 5.884 -2.359
C 8.011 5.418 -3.107
C 7.319 4.280 -2.694
H 9.065 3.561 0.131
H 10.328 5.580 -0.616
H 9.637 6.769 -2.684
H 7.708 5.940 -4.011
H 6.481 3.899 -3.268
F -0.506 -2.752 -5.946
C 0.483 -3.548 -6.373
C 1.520 -3.007 -7.126
C 2.553 -3.835 -7.566
C 2.532 -5.197 -7.257
C 1.484 -5.731 -6.506
C 0.457 -4.902 -6.057
H 1.515 -1.948 -7.362
H 3.373 -3.420 -8.148
H 3.336 -5.843 -7.605
H 1.468 -6.793 -6.271
H -0.360 -5.299 -5.464
F 1.765 1.891 8.699
C 1.926 0.785 7.959
C 2.241 0.904 6.610
C 2.413 -0.247 5.841
C 2.257 -1.505 6.428
C 1.935 -1.614 7.782
C 1.774 -0.463 8.553
H 2.350 1.890 6.170
H 2.667 -0.164 4.787
H 2.386 -2.402 5.827
H 1.810 -2.594 8.235
H 1.533 -0.529 9.609
*
```

E_HOMO in eV: -5.11
LUMO level in Eh: 0.071

---

# 4
Computed, not measured: C24H35GeIIrN3Si2 as an isolated structure, with ωB97M-V/def2-TZVPD.

```
! wB97M-V def2-TZVPD RIJCOSX def2/J DEFGRID3
* xyz -2 1
Ir -0.393 0.094 0.487
C -0.850 1.485 3.917
Si -0.140 0.058 2.865
C -0.914 -1.469 3.742
C 1.697 -0.088 3.388
C 2.158 -0.093 4.709
C 3.504 -0.250 5.010
C 4.421 -0.419 3.977
C 3.974 -0.417 2.662
C 2.621 -0.244 2.346
Si 1.956 -0.177 0.546
C 3.055 1.211 -0.196
C 2.749 -1.731 -0.257
H -0.579 1.371 4.974
H -1.939 1.501 3.835
H -0.473 2.452 3.569
H -0.653 -1.492 4.810
H -0.545 -2.395 3.287
H -2.004 -1.454 3.651
H 1.448 0.022 5.525
H 3.844 -0.245 6.041
H 5.476 -0.549 4.200
H 4.698 -0.549 1.861
H 4.016 1.268 0.328
H 2.556 2.178 -0.098
H 3.260 1.042 -1.258
H 3.821 -1.774 -0.037
H 2.630 -1.736 -1.346
H 2.289 -2.650 0.125
N 0.100 -0.676 -2.305
C 0.096 1.768 -1.629
C -0.390 2.818 -2.597
C -0.846 4.006 -2.165
C -0.941 4.299 -0.761
C -0.535 3.321 0.120
N -0.022 2.143 -0.217
C -0.117 -1.910 -1.791
C 0.148 -3.075 -2.532
C -0.108 -4.302 -1.973
C -0.650 -4.349 -0.690
C -0.880 -3.162 -0.022
N -0.609 -1.964 -0.528
H 1.014 -0.499 -2.700
H -0.255 2.610 -3.654
H -1.161 4.756 -2.888
H -1.308 5.251 -0.403
H -0.610 3.494 1.192
H 0.523 -2.987 -3.542
H 0.093 -5.209 -2.530
H -0.886 -5.291 -0.215
H -1.292 -3.149 0.981
C -3.368 -1.276 -2.306
Ge -2.411 0.449 -2.509
C -3.663 1.932 -2.173
C -2.183 0.476 -4.501
C -0.619 0.422 -1.662
H -4.444 -1.084 -2.294
H -3.105 -1.781 -1.379
H -3.136 -1.941 -3.145
H -4.667 1.531 -2.014
H -3.669 2.612 -3.030
H -3.374 2.490 -1.284
H -3.131 0.187 -4.969
H -1.415 -0.235 -4.818
H -1.912 1.469 -4.866
H 1.165 1.556 -1.838
I -3.113 0.350 0.976
*
```

E_HOMO in eV: -0.49
LUMO level in Eh: 0.172